Record 1
The molecule C3H6N2S, computed with ωB97M-V/def2-TZVPD.

Computed properties:
- SMILES string = NC(=S)N1CC1

CARTESIAN COORDINATES (ANGSTROEM)
S  2.096  -1.132  -0.036
C  1.100  0.267  -0.297
C  -1.376  -0.125  0.265
N  -0.290  -0.005  -0.752
N  1.306  1.547  -0.097
H  -1.118  0.129  1.319
H  -2.208  0.501  0.059
C  -0.787  -1.345  -0.173
H  -0.134  -1.929  0.516
H  0.310  2.097  -0.084
H  2.270  1.979  0.224
H  -1.169  -1.983  -0.945

Here are the natural (NBO) charges for atoms 1 to 8, given in e: -0.269, 0.304, -0.272, -0.450, -0.795, 0.187, 0.215, -0.245

---

Record 2
A structure of composition C49H47AlAsFN3O3S, computed with ωB97M-V/def2-TZVPD.

Computed properties:
- net charge = +1

CARTESIAN COORDINATES (ANGSTROEM)
N  2.536  -0.204  -0.236
H  -4.663  -2.497  0.587
H  -6.007  -4.003  -0.809
C  6.158  -0.999  2.806
C  0.931  -2.049  -2.258
Al  0.359  -0.207  -0.122
C  -5.084  2.461  1.266
C  1.620  2.497  -2.738
C  -4.572  0.479  0.003
H  5.253  -1.052  4.744
C  3.501  3.750  0.317
H  1.179  1.066  3.334
H  3.486  1.545  -3.344
C  3.783  -0.759  3.213
H  -2.499  -4.033  0.928
H  -4.840  -0.226  -0.772
C  1.345  -3.213  -2.856
C  2.395  -0.388  1.067
C  -5.078  -3.604  -1.193
H  -4.069  3.838  -2.993
C  5.983  -0.873  1.430
H  4.441  4.241  0.535
C  0.363  2.744  2.198
H  2.108  1.214  -4.404
H  -0.470  2.153  1.817
N  0.666  -1.960  -0.944
C  1.993  2.769  -1.288
H  -2.691  5.133  -1.374
H  -3.120  -3.672  -3.953
H  2.941  -0.708  3.889
H  0.822  -1.139  -2.839
F  -1.451  0.227  -2.431
H  6.824  -0.910  0.751
H  -5.232  -4.610  -3.083
C  -1.951  -2.168  1.858
C  -3.885  2.333  1.953
H  0.630  -2.962  0.870
H  -0.783  4.080  -0.257
C  -3.374  0.346  0.696
C  0.880  2.100  3.486
H  3.111  -5.571  -2.837
C  2.414  1.352  -3.365
H  -2.091  1.212  2.199
H  -1.272  -0.508  3.067
C  1.141  2.411  -0.227
C  1.394  2.842  1.085
H  -3.428  1.468  -3.489
O  4.138  -1.739  -1.392
H  -5.749  3.286  1.485
H  3.866  3.670  -1.788
C  2.030  -5.629  -2.691
H  -0.868  -1.863  5.055
C  -2.895  2.061  -2.757
C  1.530  -4.357  -2.085
C  4.695  -0.690  0.982
H  -0.565  4.673  1.685
H  -6.354  1.638  -0.253
H  0.570  2.215  -2.767
C  1.261  -4.254  -0.723
C  -2.468  4.093  -1.574
H  1.822  -6.483  -2.051
C  -4.319  -2.753  -0.408
H  1.229  4.600  -3.127
S  4.121  -0.492  -0.686
C  -3.031  1.279  1.667
C  -1.475  -1.572  3.024
O  1.182  -0.414  1.514
H  7.154  -1.139  3.204
As  -2.129  -1.065  0.267
H  -0.963  4.068  3.292
H  -2.075  -5.379  2.932
H  1.384  -5.103  -0.065
H  -1.788  -2.134  -2.580
H  0.101  2.120  4.252
C  -1.399  3.498  -0.924
H  -3.609  3.058  2.708
C  -3.234  3.376  -2.484
H  -1.260  -4.306  5.009
H  0.629  4.756  2.975
C  -2.155  -3.545  1.831
O  4.744  0.650  -1.267
C  -5.424  1.536  0.291
C  -3.457  -3.419  -2.956
C  -3.124  -2.225  -0.900
H  2.246  0.408  -2.840
C  3.614  -0.624  1.847
H  1.732  2.652  3.886
C  -4.643  -3.941  -2.470
H  2.805  4.053  -3.705
C  1.760  3.763  -3.583
C  -1.230  -2.339  4.153
C  2.602  3.491  1.335
C  -1.905  -4.311  2.962
C  -0.167  4.143  2.548
H  2.829  3.821  2.342
N  0.021  1.529  -0.520
H  1.551  -3.215  -3.918
H  1.577  -5.799  -3.667
C  3.176  3.427  -0.990
C  -2.693  -2.555  -2.177
H  1.347  3.598  -4.580
C  0.834  -3.058  -0.188
C  -1.447  -3.710  4.126
C  5.078  -0.948  3.682
C  -1.070  2.155  -1.134
C  -1.831  1.499  -2.091

Here are the Löwdin charges for atoms 1 to 8, given in e: 0.024, 0.118, 0.113, -0.037, -0.095, 0.161, -0.065, -0.350

---

Ordered LUMO energy results: 0.63 -2.73; unit eV.
Ordered energy above the lowest of the compared OMol25 structures with the same formula, charge and spin results: 65.4 7.7; unit kcal/mol.